Entry 1:
{"formula": "C35H26F3IMnN6P2SSe2", "method": "ωB97M-V/def2-TZVPD", "symbols": ["Mn", "Se", "P", "C", "C", "C", "C", "C", "C", "C", "C", "C", "C", "C", "C", "C", "C", "N", "N", "N", "P", "Se", "C", "C", "C", "C", "C", "C", "C", "C", "C", "C", "C", "C", "H", "H", "H", "H", "H", "H", "H", "H", "H", "H", "H", "H", "H", "H", "H", "H", "H", "H", "H", "H", "F", "C", "F", "F", "C", "C", "C", "C", "N", "C", "S", "H", "H", "H", "I", "C", "C", "N", "N", "C", "H", "H", "H"], "coordinates": [[-0.48, 0.40, 0.44], [0.21, 6.96, 0.61], [0.21, 5.83, 2.37], [-1.29, 6.04, 3.36], [-2.00, 4.99, 3.93], [-3.14, 5.25, 4.68], [-3.57, 6.56, 4.87], [-2.86, 7.61, 4.30], [-1.73, 7.35, 3.55], [1.60, 6.23, 3.47], [2.09, 7.53, 3.39], [3.11, 7.95, 4.24], [3.65, 7.07, 5.17], [3.16, 5.77, 5.25], [2.13, 5.35, 4.42], [0.28, 4.05, 2.03], [0.13, 3.36, 0.84], [0.20, 2.06, 1.18], [0.37, 1.94, 2.49], [0.42, 3.12, 3.02], [-0.05, 3.65, -0.94], [-0.37, 1.68, -1.86], [1.47, 4.29, -1.62], [1.59, 4.36, -3.01], [2.77, 4.81, -3.58], [3.83, 5.18, -2.76], [3.73, 5.09, -1.38], [2.54, 4.65, -0.81], [-1.46, 4.67, -1.32], [-1.35, 5.81, -2.10], [-2.48, 6.57, -2.37], [-3.70, 6.19, -1.84], [-3.81, 5.06, -1.06], [-2.69, 4.28, -0.80], [-1.66, 3.97, 3.81], [-3.69, 4.43, 5.12], [-4.46, 6.76, 5.45], [-3.19, 8.63, 4.45], [-1.19, 8.18, 3.08], [1.70, 8.21, 2.64], [3.48, 8.96, 4.17], [4.44, 7.39, 5.82], [3.57, 5.08, 5.97], [1.74, 4.35, 4.52], [0.77, 4.05, -3.65], [2.86, 4.88, -4.65], [4.75, 5.54, -3.21], [4.55, 5.38, -0.75], [2.46, 4.61, 0.27], [-0.38, 6.14, -2.47], [-2.39, 7.46, -2.98], [-4.58, 6.80, -2.04], [-4.77, 4.77, -0.64], [-2.79, 3.38, -0.20], [-5.54, -0.84, 1.39], [-5.30, -0.88, 0.08], [-5.43, 0.37, -0.40], [-6.24, -1.64, -0.49], [-3.91, -1.42, -0.20], [-3.73, -2.61, -0.86], [-2.44, -3.10, -1.13], [-1.37, -2.35, -0.72], [-1.56, -1.21, -0.04], [-2.78, -0.73, 0.24], [-2.65, 0.76, 1.14], [-4.59, -3.17, -1.19], [-2.29, -4.03, -1.65], [-0.34, -2.64, -0.91], [4.91, -2.40, 1.60], [3.42, -1.29, 0.75], [3.53, -0.39, -0.30], [2.31, 0.10, -0.53], [1.40, -0.42, 0.31], [2.07, -1.27, 1.09], [4.38, -0.09, -0.89], [1.98, 0.77, -1.23], [1.56, -1.81, 1.88]], "spin_multiplicity": 5, "lumo_energy_ha": [-0.16279, -0.13322], "total_charge": 1, "s2": 6.09, "e_above_lowest_kj_mol": 0.0, "max_force_ha_per_bohr": 0.0122}

=====

Entry 2:
{"formula": "C20H20BrN2", "method": "ωB97M-V/def2-TZVPD", "symbols": ["C", "C", "C", "C", "C", "C", "C", "C", "C", "C", "C", "C", "C", "H", "H", "H", "H", "H", "H", "H", "H", "H", "H", "H", "C", "N", "C", "C", "C", "Br", "C", "N", "C", "C", "H", "H", "H", "H", "H", "H", "H", "H", "H"], "coordinates": [[0.21, -1.77, -1.92], [-1.10, -2.33, -1.93], [-2.19, -1.42, -1.92], [-3.49, -1.85, -1.91], [-3.77, -3.20, -1.89], [-2.74, -4.12, -1.90], [-1.43, -3.70, -1.92], [1.51, -2.33, -1.93], [2.60, -1.43, -1.91], [3.90, -1.87, -1.87], [4.17, -3.22, -1.87], [3.14, -4.14, -1.91], [1.83, -3.71, -1.95], [0.21, -0.70, -1.85], [-1.98, -0.36, -1.92], [-4.29, -1.14, -1.90], [-4.79, -3.54, -1.87], [-2.96, -5.18, -1.88], [-0.66, -4.44, -1.92], [2.40, -0.37, -1.90], [4.71, -1.16, -1.85], [5.19, -3.57, -1.83], [3.35, -5.19, -1.91], [1.06, -4.45, -2.01], [-0.49, 3.78, 4.62], [-0.30, 4.16, 3.22], [-0.20, 5.59, 2.95], [-0.22, 3.19, 2.18], [-1.02, 3.24, 1.04], [-2.33, 4.59, 0.88], [-0.88, 2.29, 0.07], [-0.01, 1.28, 0.11], [0.74, 1.23, 1.21], [0.68, 2.13, 2.24], [-0.58, 2.70, 4.71], [0.36, 4.11, 5.22], [-1.40, 4.24, 5.00], [0.02, 5.76, 1.90], [-1.14, 6.08, 3.20], [0.59, 6.02, 3.55], [-1.52, 2.34, -0.79], [1.46, 0.42, 1.26], [1.34, 2.05, 3.09]], "lumo_energy_ha": -0.21028, "total_charge": 1, "max_force_ha_per_bohr": 0.0429}

=====

Entry 3:
{"formula": "C3H5NO3S", "method": "ωB97M-V/def2-TZVPD", "symbols": ["C", "O", "C", "S", "O", "N", "C", "O", "H", "H", "H", "H", "H"], "coordinates": [[-2.37, -0.52, 0.25], [-1.60, 0.66, 0.00], [-0.34, 0.80, -0.14], [0.52, 2.21, -0.12], [0.20, -0.36, -0.65], [1.59, -0.37, -0.86], [2.40, -0.17, 0.34], [3.58, 0.02, 0.36], [-2.42, -0.86, 1.50], [-1.68, -1.44, -0.43], [-3.57, -0.24, -0.06], [1.90, 0.43, -1.50], [1.80, -0.17, 1.30]], "lumo_energy_ha": 0.00755, "total_charge": 0, "e_above_lowest_kj_mol": 466.5, "max_force_ha_per_bohr": 0.0882, "smiles": "COC(=S)ONC=O"}

=====

Entry 4:
{"formula": "C54H46ClN3O4P2RuSe2Te", "method": "ωB97M-V/def2-TZVPD", "symbols": ["Ru", "Te", "C", "C", "C", "N", "C", "C", "C", "P", "C", "C", "C", "C", "C", "C", "C", "C", "C", "C", "C", "C", "P", "C", "C", "C", "C", "C", "C", "C", "C", "C", "C", "C", "C", "H", "H", "H", "H", "H", "H", "H", "H", "H", "H", "H", "H", "H", "H", "H", "H", "H", "H", "H", "H", "H", "H", "H", "H", "C", "C", "N", "C", "C", "C", "C", "C", "C", "C", "C", "C", "N", "C", "H", "H", "H", "H", "H", "H", "H", "H", "O", "C", "C", "C", "O", "C", "Se", "C", "Se", "H", "H", "H", "H", "H", "H", "H", "H", "H", "H", "Cl", "C", "C", "C", "C", "C", "C", "C", "O", "O", "H", "H", "H", "H"], "coordinates": [[0.22, 0.41, -0.33], [-2.94, -0.47, -4.13], [-4.09, -2.25, -3.93], [-4.45, -2.74, -2.69], [-5.20, -3.91, -2.61], [-5.62, -4.60, -3.67], [-5.28, -4.11, -4.86], [-4.52, -2.96, -5.05], [-1.89, -0.44, -2.37], [-1.97, 0.66, -0.98], [-3.17, 0.04, 0.26], [-3.91, 0.89, 1.08], [-4.72, 0.36, 2.08], [-4.79, -1.01, 2.28], [-4.04, -1.86, 1.48], [-3.24, -1.34, 0.48], [-2.76, 2.22, -1.50], [-1.95, 3.35, -1.68], [-2.48, 4.53, -2.15], [-3.84, 4.61, -2.46], [-4.65, 3.51, -2.27], [-4.11, 2.32, -1.80], [-0.19, -0.81, -2.17], [0.09, -2.62, -2.26], [1.38, -3.15, -2.17], [1.60, -4.51, -2.13], [0.52, -5.39, -2.18], [-0.77, -4.89, -2.25], [-0.98, -3.51, -2.29], [0.70, -0.24, -3.69], [0.66, 1.14, -3.92], [1.25, 1.69, -5.04], [1.91, 0.88, -5.96], [1.94, -0.49, -5.75], [1.33, -1.04, -4.62], [-4.15, -2.23, -1.78], [-5.48, -4.31, -1.64], [-5.62, -4.68, -5.72], [-4.26, -2.65, -6.05], [-3.82, 1.96, 0.95], [-5.29, 1.04, 2.71], [-5.42, -1.41, 3.06], [-4.08, -2.93, 1.63], [-2.64, -2.00, -0.15], [-0.91, 3.27, -1.40], [-1.85, 5.40, -2.28], [-4.26, 5.54, -2.83], [-5.71, 3.56, -2.50], [-4.76, 1.46, -1.66], [2.23, -2.47, -2.13], [2.61, -4.90, -2.07], [0.69, -6.46, -2.15], [-1.62, -5.56, -2.29], [-1.99, -3.12, -2.35], [0.13, 1.76, -3.21], [1.20, 2.76, -5.20], [2.38, 1.31, -6.83], [2.43, -1.14, -6.46], [1.35, -2.12, -4.49], [2.37, -3.25, 1.19], [1.45, -2.21, 1.01], [1.77, -1.08, 0.40], [3.03, -0.93, -0.05], [4.03, -1.90, 0.12], [3.67, -3.09, 0.76], [5.35, -1.62, -0.35], [5.65, -0.44, -0.95], [4.65, 0.56, -1.15], [4.89, 1.80, -1.76], [3.85, 2.69, -1.90], [2.57, 2.31, -1.49], [2.31, 1.15, -0.94], [3.33, 0.30, -0.73], [2.04, -4.16, 1.66], [0.44, -2.29, 1.36], [4.40, -3.88, 0.89], [6.12, -2.38, -0.21], [6.66, -0.24, -1.29], [5.89, 2.05, -2.09], [4.00, 3.66, -2.35], [1.72, 2.98, -1.61], [2.09, -2.42, 4.19], [2.21, -1.98, 5.53], [1.55, -0.61, 5.71], [1.43, -0.39, 7.23], [0.60, -1.33, 7.89], [0.15, -0.58, 5.08], [0.07, 0.21, 3.27], [2.41, 0.54, 5.18], [2.37, 0.68, 3.23], [2.54, -3.27, 4.11], [3.27, -1.90, 5.82], [1.72, -2.68, 6.21], [1.06, 0.63, 7.40], [2.41, -0.47, 7.70], [-0.30, -1.24, 7.54], [-0.51, 0.05, 5.69], [-0.27, -1.58, 5.03], [3.46, 0.41, 5.46], [2.06, 1.48, 5.59], [2.26, 7.73, 4.11], [1.52, 6.34, 3.35], [2.33, 5.38, 2.76], [1.74, 4.28, 2.16], [0.35, 4.13, 2.15], [-0.44, 5.11, 2.75], [0.14, 6.22, 3.35], [-0.31, 2.93, 1.50], [-1.54, 2.88, 1.50], [0.51, 2.08, 1.02], [3.40, 5.50, 2.78], [2.34, 3.51, 1.71], [-1.51, 4.98, 2.73], [-0.47, 6.98, 3.82]], "spin_multiplicity": 2, "lumo_energy_ha": [0.06988, 0.06988], "total_charge": -1, "s2": 0.76, "e_above_lowest_kj_mol": 56.3, "max_force_ha_per_bohr": 0.0081}

=====

Entry 5:
{"formula": "C2H8N2", "method": "ωB97M-V/def2-TZVPD", "symbols": ["C", "N", "C", "H", "H", "H", "H", "H", "N", "H", "H", "H"], "coordinates": [[-1.10, -1.30, 1.09], [-1.52, -0.16, 1.44], [-1.07, 0.92, 0.56], [-0.06, -1.30, 0.66], [-1.55, -2.28, 1.15], [-0.16, 1.38, 0.97], [-1.86, 1.69, 0.53], [-0.75, 0.65, -0.46], [1.94, 0.22, -1.77], [1.37, -0.60, -1.51], [2.90, -0.12, -1.64], [1.86, 0.89, -1.01]], "lumo_energy_ha": 0.03167, "total_charge": 0, "e_above_lowest_kj_mol": 149.7, "max_force_ha_per_bohr": 0.0501, "smiles": "C=NC.N"}

=====

Entry 6:
{"formula": "C18H31ClNO2", "method": "ωB97M-V/def2-TZVPD", "symbols": ["C", "C", "O", "C", "C", "Cl", "C", "C", "C", "N", "C", "C", "C", "C", "C", "C", "C", "C", "C", "C", "O", "C", "H", "H", "H", "H", "H", "H", "H", "H", "H", "H", "H", "H", "H", "H", "H", "H", "H", "H", "H", "H", "H", "H", "H", "H", "H", "H", "H", "H", "H", "H", "H"], "coordinates": [[1.54, 4.37, 4.37], [0.59, 3.31, 3.83], [1.17, 2.78, 2.63], [0.97, 1.51, 2.24], [-0.21, 0.77, 2.41], [-1.64, 1.45, 3.13], [-0.34, -0.53, 1.94], [0.70, -1.14, 1.26], [0.58, -2.53, 0.72], [0.82, -2.56, -0.76], [-0.34, -2.33, -1.72], [0.30, -2.37, -3.10], [-1.30, -3.50, -1.55], [-0.95, -0.97, -1.35], [-1.93, -0.21, -2.28], [-3.05, -1.09, -2.83], [-1.21, 0.49, -3.44], [-2.56, 0.88, -1.40], [1.87, -0.42, 1.07], [2.03, 0.88, 1.54], [3.23, 1.41, 1.23], [3.73, 2.60, 1.82], [1.09, 4.84, 5.24], [2.49, 3.92, 4.66], [1.72, 5.13, 3.62], [-0.38, 3.77, 3.59], [0.45, 2.51, 4.56], [-1.27, -1.05, 2.12], [-0.40, -2.95, 0.93], [1.34, -3.17, 1.19], [1.23, -3.46, -1.01], [1.53, -1.83, -0.94], [-0.46, -2.32, -3.87], [0.99, -1.54, -3.25], [0.84, -3.31, -3.25], [-2.03, -3.51, -2.35], [-1.85, -3.45, -0.61], [-0.77, -4.45, -1.59], [-1.48, -1.11, -0.41], [-0.13, -0.28, -1.16], [-3.79, -0.46, -3.32], [-2.69, -1.80, -3.57], [-3.56, -1.62, -2.03], [-0.84, -0.21, -4.18], [-1.89, 1.17, -3.94], [-0.37, 1.08, -3.07], [-3.21, 1.52, -1.99], [-3.16, 0.44, -0.60], [-1.79, 1.50, -0.95], [2.73, -0.86, 0.58], [3.14, 3.47, 1.53], [3.76, 2.52, 2.91], [4.74, 2.70, 1.43]], "lumo_energy_ha": -0.09619, "total_charge": 1, "e_above_lowest_kj_mol": 17.6, "max_force_ha_per_bohr": 0.0151, "smiles": "CCOc1c(Cl)cc(C[NH2+]C(C)(C)CC(C)(C)C)cc1OC"}